{"formula": "C36H10B7F6O60Y", "method": "ωB97M-V/def2-TZVPD", "lumo_energy_ev": -3.18, "largest_force_ha_per_bohr": 0.126, "charge": -4, "energy_ev": -182450.410, "e_homo_ha": -0.1593, "gap_ev": 1.15, "symbols": ["Y", "O", "C", "O", "B", "O", "C", "O", "O", "C", "O", "C", "O", "O", "O", "C", "O", "B", "O", "C", "O", "O", "C", "O", "C", "O", "O", "O", "C", "O", "B", "O", "C", "O", "O", "C", "O", "C", "O", "O", "O", "C", "O", "B", "O", "C", "O", "O", "C", "O", "C", "O", "O", "O", "C", "O", "B", "O", "C", "O", "O", "C", "O", "C", "O", "O", "O", "C", "O", "B", "O", "C", "O", "O", "C", "O", "C", "O", "O", "O", "C", "O", "B", "O", "C", "O", "O", "C", "O", "C", "O", "O", "C", "C", "O", "C", "O", "C", "F", "F", "F", "H", "H", "H", "H", "H", "C", "C", "O", "C", "O", "C", "F", "F", "F", "H", "H", "H", "H", "H"], "coordinates": [[0.6894, -0.2698, 0.3392], [2.3687, 0.1370, 8.4052], [1.4260, 0.8895, 8.5001], [0.8771, 1.3977, 9.5665], [-0.3113, 2.2887, 9.2522], [-0.4171, 2.1585, 7.7939], [0.5651, 1.3691, 7.2870], [0.7566, 1.2345, 6.0772], [-0.0356, 3.6594, 9.6892], [-1.1295, 4.1200, 10.3829], [-1.2404, 5.2500, 10.9397], [-2.0298, 2.8931, 10.5440], [-1.5503, 1.8958, 9.8660], [-3.0811, 2.9408, 11.2132], [0.0185, -4.6390, -3.7615], [-0.1520, -5.5093, -4.5957], [0.7916, -6.1974, -5.2980], [0.1149, -6.9540, -6.3950], [-1.3421, -6.7742, -6.1374], [-1.4969, -6.1262, -4.9710], [-2.5418, -5.7945, -4.3723], [0.5086, -6.4514, -7.6881], [1.2212, -7.3243, -8.3208], [1.7052, -7.1556, -9.4601], [1.2315, -8.6373, -7.4776], [0.6367, -8.3436, -6.3251], [1.5657, -9.7415, -7.9443], [1.7033, 0.8273, -5.5103], [1.7658, 0.8645, -6.7406], [1.3774, -0.0031, -7.5278], [1.5572, 0.4889, -8.8928], [2.3404, 1.7195, -8.8110], [2.4366, 2.0835, -7.6162], [3.0548, 3.0151, -7.1928], [0.2189, 0.6956, -9.5447], [0.2312, 0.0757, -10.7571], [-0.6244, 0.0342, -11.6283], [1.4919, -0.7317, -10.8347], [2.1573, -0.5530, -9.7705], [1.8715, -1.3936, -11.8014], [-7.9569, 7.7832, 4.1272], [-6.7745, 7.4859, 4.2131], [-5.9032, 7.5254, 3.1918], [-4.6375, 6.9676, 3.6914], [-4.7751, 6.8136, 5.1207], [-6.0315, 7.1316, 5.4520], [-6.5604, 7.1074, 6.5905], [-3.4041, 7.7421, 3.3833], [-2.3989, 6.9562, 2.8778], [-1.2037, 7.2412, 2.7666], [-3.0714, 5.6069, 2.7932], [-4.3708, 5.6752, 3.0470], [-2.4270, 4.6038, 2.4228], [-10.1637, 5.1059, -1.0637], [-9.3435, 4.1838, -1.2889], [-8.1301, 4.1585, -1.9171], [-7.7009, 2.7224, -2.1502], [-8.8474, 2.0050, -1.5960], [-9.7582, 2.7417, -1.0058], [-10.8507, 2.3910, -0.5431], [-7.4797, 2.2890, -3.5580], [-6.3026, 1.6612, -3.6018], [-5.7931, 1.0521, -4.5341], [-5.6080, 1.8663, -2.2217], [-6.4328, 2.4909, -1.4249], [-4.4560, 1.4968, -1.9712], [9.1346, -2.6087, -8.0256], [8.4245, -3.1268, -7.1875], [8.5695, -3.1055, -5.7994], [7.3416, -3.6444, -5.1410], [6.4972, -4.1222, -6.2497], [7.0613, -3.8431, -7.4232], [6.5629, -4.0561, -8.5452], [6.5838, -2.6611, -4.3374], [6.3630, -3.1522, -3.1501], [5.6788, -2.5873, -2.2725], [7.0778, -4.4537, -3.0537], [7.6783, -4.7805, -4.1948], [7.0149, -5.1544, -2.0296], [-6.0734, -3.2725, 4.0794], [-6.1071, -2.0105, 4.3608], [-6.9169, -1.4048, 5.2310], [-6.6677, -0.0150, 5.2296], [-5.3792, 0.1780, 4.5390], [-5.1395, -0.9743, 3.9461], [-4.2444, -1.0417, 3.1384], [-7.6776, 0.7868, 4.5434], [-8.3451, 1.3657, 5.5532], [-9.2713, 2.1743, 5.4584], [-7.5981, 1.0975, 6.9057], [-6.5841, 0.4388, 6.6461], [-7.9071, 1.4534, 8.0489], [4.8922, -6.4085, 5.8395], [3.8535, -5.6203, 4.9142], [3.1866, -6.5446, 4.0991], [2.2529, -5.9955, 3.3103], [1.9946, -4.7890, 3.0787], [1.3910, -7.1355, 2.7038], [1.9394, -7.5657, 1.5720], [1.2180, -8.2253, 3.5778], [0.2234, -6.5951, 2.3132], [4.2880, -6.9287, 6.5828], [5.5784, -5.8722, 6.4948], [5.5679, -7.0753, 5.3039], [4.3692, -4.8430, 4.3503], [3.1076, -5.2917, 5.6379], [6.7616, 6.4591, -1.9287], [5.9585, 5.7178, -0.8503], [6.7549, 4.7443, -0.1670], [6.2243, 3.7403, 0.4748], [5.0516, 3.3889, 0.2600], [7.1355, 2.9591, 1.4372], [7.5298, 1.8130, 0.9275], [8.0807, 3.6940, 1.8763], [6.3957, 2.6849, 2.4974], [7.5299, 6.9831, -1.3601], [6.2849, 7.3104, -2.4146], [7.2229, 5.7964, -2.6609], [5.0266, 5.3684, -1.2947], [5.7547, 6.5079, -0.1275]], "forces_ev_per_a": [[-0.19, -0.01, -0.05], [-0.52, 0.69, 0.37], [-0.12, -0.87, -1.00], [-0.15, 0.20, 0.83], [1.33, -0.24, -1.05], [1.07, -0.98, -0.78], [-0.71, 1.77, -2.04], [-0.19, -0.31, 2.78], [-1.51, 1.05, 0.73], [1.87, 3.10, 1.81], [0.38, -4.54, -2.56], [-4.16, 1.47, 2.27], [-0.16, -0.76, 0.46], [3.00, -0.63, -1.84], [-0.11, -1.43, -1.52], [2.19, -0.20, 1.07], [-1.50, 1.47, 0.76], [0.61, 0.18, 1.15], [-0.06, -0.19, 1.41], [-3.46, 2.03, 0.20], [3.03, -1.85, -2.11], [-0.63, 0.81, 0.31], [1.85, -0.19, -4.25], [-1.29, -0.81, 3.56], [0.19, -2.38, -1.86], [-0.08, -0.55, -0.68], [-0.76, 3.07, 2.03], [0.27, 0.47, -2.17], [1.00, 2.67, 5.24], [-0.89, -1.98, -2.44], [-1.42, -1.67, -2.39], [-0.68, -1.05, -2.86], [1.20, 0.43, 3.23], [-0.49, 0.09, 0.40], [0.28, 0.03, -1.11], [-2.27, -0.17, -0.67], [1.19, 0.82, 2.01], [0.96, -1.66, -3.93], [1.87, 0.93, 3.00], [-1.07, 1.14, 1.72], [2.18, -0.66, 0.27], [-2.53, 1.61, -1.97], [0.12, -0.26, 0.71], [0.46, 0.34, -0.91], [-1.16, 0.39, 1.05], [-0.93, -1.00, 4.76], [2.23, 0.14, -3.83], [1.50, 0.10, -0.88], [1.14, 2.50, 2.22], [-3.60, -0.69, -0.20], [0.88, -4.24, -2.19], [1.77, -0.66, -0.19], [-2.00, 2.45, 1.11], [3.81, -2.50, -1.07], [-1.92, 2.72, 0.11], [-1.46, 0.25, 0.38], [-1.30, 1.31, 0.73], [0.05, -1.71, 0.43], [-2.66, -0.77, 0.12], [3.21, 0.64, -0.96], [0.85, -0.16, 0.66], [0.82, -0.95, -2.25], [-1.46, 1.47, 2.02], [2.97, -0.95, 0.87], [-0.11, -0.27, -0.52], [-2.74, 0.90, -0.54], [-0.92, -1.10, 1.79], [0.08, 0.72, 1.08], [-0.21, 0.17, -1.75], [0.68, -0.50, -0.96], [0.55, 0.15, -0.74], [-1.71, -0.55, -2.95], [1.63, 0.53, 3.42], [0.43, 0.05, -0.60], [-2.16, 2.86, 2.04], [1.83, -1.73, -2.07], [0.07, -3.62, 2.89], [-0.75, 1.55, 0.41], [0.55, 1.51, -2.46], [-0.37, 6.25, 1.26], [-0.71, -6.41, 0.33], [-0.48, -2.41, -0.91], [1.95, 1.14, -0.16], [-1.13, -0.59, 0.73], [2.72, 2.14, -2.18], [-0.19, -1.17, 0.12], [-1.09, 0.30, 2.16], [-2.55, 3.42, -1.25], [2.17, -2.49, 0.12], [-2.82, 2.07, 4.18], [2.78, -2.06, -1.73], [-0.19, -0.24, -2.72], [-0.80, -0.02, -0.35], [2.35, -0.20, 2.74], [-0.89, 0.29, -1.42], [-0.91, 2.64, -0.08], [1.37, -4.40, 1.06], [-0.71, -0.15, -0.30], [0.55, -0.61, 0.30], [0.04, 2.14, -1.64], [0.10, -0.78, 1.07], [0.03, -0.63, -0.31], [-0.28, 1.08, -0.46], [-0.46, -0.24, -0.26], [-0.48, 0.06, -0.03], [0.09, 0.91, -0.37], [1.19, -0.19, 0.94], [-0.79, 1.59, -1.02], [1.68, 0.53, 0.07], [-4.45, -1.00, -2.25], [2.77, 0.38, 1.24], [-2.68, -0.01, -0.28], [0.76, -0.33, -0.52], [3.04, 1.31, 0.27], [-0.99, -0.65, 0.94], [0.65, -0.23, -0.22], [-0.81, -0.54, -0.02], [-0.11, 0.08, -0.01], [0.16, -0.66, 0.53], [-0.48, -0.35, 0.32]], "lowdin_charge": [1.45, 0.12, -0.41, 0.22, -0.89, 0.21, -0.31, 0.09, 0.21, -0.28, 0.08, -0.37, 0.27, 0.10, 0.14, -0.34, 0.22, -0.86, 0.23, -0.32, 0.12, 0.26, -0.35, 0.11, -0.33, 0.22, 0.10, 0.15, -0.37, 0.32, -0.80, 0.30, -0.39, 0.17, 0.21, -0.35, 0.13, -0.43, 0.26, 0.13, 0.15, -0.36, 0.24, -0.91, 0.26, -0.32, 0.12, 0.21, -0.30, 0.14, -0.32, 0.26, 0.14, 0.11, -0.30, 0.20, -0.81, 0.23, -0.36, 0.13, 0.24, -0.33, 0.16, -0.34, 0.26, 0.14, 0.12, -0.31, 0.17, -0.83, 0.22, -0.34, 0.10, 0.24, -0.39, 0.08, -0.38, 0.22, 0.09, 0.08, -0.27, 0.27, -0.93, 0.26, -0.40, 0.15, 0.27, -0.29, 0.17, -0.40, 0.30, 0.16, -0.05, -0.19, 0.02, -0.32, 0.11, -0.48, 0.17, 0.11, 0.15, 0.07, 0.07, 0.07, 0.13, 0.13, -0.07, -0.19, 0.05, -0.35, 0.11, -0.65, 0.21, 0.23, 0.18, 0.07, 0.08, 0.08, 0.13, 0.13]}